Entry 1:
Density functional theory data (ωB97M-V with the def2-TZVPD basis set) for C49H80N8O4S3Si5SnTe as an isolated structure at a distorted geometry.

Geometry as XYZ:
```
151
Properties=species:S:1:pos:R:3
H 1.77 7.16 0.93
C 3.33 -7.45 -0.77
C 5.43 -1.93 -1.63
C 4.95 -4.61 -2.94
C 0.53 4.51 4.95
H 5.62 3.78 1.88
C -4.83 -2.58 -1.85
H 4.26 -2.38 3.83
Si 4.42 -6.86 0.68
C -2.52 2.04 -2.14
O 1.47 3.73 2.91
H 3.63 0.54 -0.09
C -6.08 3.70 -6.33
H 7.84 -4.39 -2.17
H 5.85 -8.91 0.37
Te 2.05 -3.99 1.06
H -3.69 -4.27 -1.58
N -3.36 4.20 0.78
C 7.18 -4.96 3.05
H 6.70 -7.72 1.37
Si 5.53 -3.80 -1.33
C 4.58 2.04 1.13
C -4.43 2.21 -5.39
H 4.16 -7.15 3.15
H -5.88 1.14 -8.28
C -2.69 3.49 1.73
H -0.48 4.31 4.60
H 0.57 4.41 6.03
H -7.71 -4.76 -0.56
C -4.72 1.39 -6.49
H 6.13 -1.38 1.54
S 2.39 -1.61 1.30
H 1.28 -1.02 4.76
O 3.50 2.24 2.02
H 4.62 4.06 0.45
H -2.49 0.34 -5.54
C -0.95 -1.34 3.73
N -1.84 1.93 0.16
H -0.38 4.37 -0.23
N -1.57 1.08 -2.38
H -4.64 -6.19 0.12
H 7.41 -5.36 -0.76
H 6.19 3.24 0.28
H 4.02 -4.17 -3.28
H -0.11 4.85 1.45
H 2.40 -2.27 4.20
H 5.99 -1.36 -0.89
C 0.16 -2.55 -2.81
Si 1.95 2.77 1.64
C -6.88 -4.17 -0.91
H -2.76 3.87 2.74
C -1.62 0.46 -3.60
N -0.58 -2.77 -5.05
C 1.50 3.51 4.30
S -1.01 -1.59 0.99
H -3.79 4.32 -1.21
H 5.73 -2.65 4.76
H -8.36 -1.19 -1.60
H -4.98 4.14 -4.56
C 5.52 1.04 1.82
H 1.71 1.40 4.09
C 1.07 2.09 4.63
H -6.65 4.63 -6.30
C 5.31 3.37 0.92
C -0.09 -1.41 2.49
H 7.40 -1.68 2.72
H 2.76 -0.57 3.88
H 4.39 -1.60 -1.57
O 1.01 1.56 1.34
C -2.50 0.85 -4.60
C 1.86 5.48 -1.29
H 6.71 -5.87 3.42
C 6.05 -7.84 0.50
C 1.95 -1.30 3.95
H 4.53 -3.94 4.59
C -5.66 1.77 -7.42
H 3.31 6.27 0.87
H -0.74 -0.43 4.29
H 1.44 4.71 -1.93
H 5.03 0.07 1.91
N -6.07 -2.06 -1.69
H 5.69 -4.47 -3.74
H 2.98 3.54 5.90
H -1.19 -1.05 -5.93
H 7.53 -2.36 1.09
C -2.56 2.57 -0.81
H -9.19 -2.74 -1.29
Sn -0.11 0.37 -0.53
H -6.17 -6.74 -0.58
H 4.79 -5.69 -2.83
S -3.54 -1.76 -2.47
H -4.23 0.43 -6.61
C 4.14 1.49 -0.23
H 3.91 -7.58 -1.68
H 3.42 2.18 -0.67
Si 5.88 -3.68 2.47
C 3.61 -7.51 2.28
H 0.68 -2.96 -1.95
H 7.84 -5.24 2.23
H 3.23 4.77 4.64
H -0.77 -2.20 4.38
H 2.93 5.55 -1.49
H 3.57 -8.60 2.33
C -5.28 -6.14 -0.76
H -2.00 -1.34 3.44
H 6.44 0.90 1.24
H 2.59 -7.13 2.35
C -3.46 1.85 -4.38
C -5.16 3.41 -5.35
C -1.94 2.38 1.41
Si 4.51 -4.50 0.72
C 7.36 -4.36 -1.19
H 5.80 -1.66 -2.62
H -0.35 6.10 0.21
H -4.21 3.14 -2.82
H 3.60 3.08 4.29
C -0.15 -3.33 -3.89
H 2.11 5.88 2.12
C -0.89 -1.50 -4.99
C -7.04 -2.80 -1.22
H 1.13 1.90 5.71
H -1.35 1.86 2.15
C -0.85 -0.74 -3.79
H 5.77 1.40 2.82
H 0.80 5.53 4.67
H 4.99 1.36 -0.89
C 0.08 5.12 0.42
C 2.24 6.19 1.08
H -0.04 -4.41 -3.89
H 7.81 -4.56 3.85
N -6.36 2.91 -7.37
H 6.61 -7.51 -0.38
N -4.64 -3.92 -1.49
O 2.16 3.86 0.41
C -5.64 -4.72 -1.06
H -4.72 -6.57 -1.59
C 5.02 -3.12 4.07
H 2.56 -6.70 -0.98
C 1.59 5.13 0.18
C 1.24 -1.40 2.63
C -8.35 -2.11 -1.01
H 2.82 -8.39 -0.55
H -8.46 -1.84 0.04
N -0.16 -1.25 -2.74
C -3.44 2.43 -3.10
C -3.27 3.73 -0.45
H 7.95 -3.71 -0.55
H 1.40 6.44 -1.54
C 2.93 3.74 4.83
C 6.83 -2.14 1.90
H 0.04 1.93 4.29
```

total charge	-2
relative energy (zero: lowest compared OMol25 entry of this formula, charge and spin)	80.6	kcal/mol
LUMO (spin up / spin down)	0.1195 / 0.1194	Eh
Kohn-Sham gap (spin up / spin down)	3.2 / 3.2	eV
multiplicity	1
total energy	-5778.8946	Eh
E_HOMO (spin up / spin down)	0.0 / 0.1	eV

***

Entry 2:
Density functional theory data (ωB97M-V with the def2-TZVPD basis set) for a 12-piece molecular cluster, C49H81N7O8 overall at a distorted geometry.

Geometry as XYZ:
```
145
Properties=species:S:1:pos:R:3
O -10.28 15.64 -17.30
C -10.92 13.40 -16.86
C -9.63 8.57 -15.64
H -17.12 9.31 -7.09
H -10.29 13.17 -9.27
H -6.06 14.30 -12.38
C -8.84 12.10 -10.86
C -19.06 10.53 -10.93
H -11.25 20.22 -9.95
C -7.88 9.60 -14.36
H -12.24 13.98 -12.56
H -16.45 15.05 -13.07
C -19.12 12.55 -12.23
H -11.65 13.60 -16.08
H -13.63 9.45 -13.71
H -18.24 9.98 -10.47
C -13.25 13.82 -12.95
C -19.34 12.86 -10.76
H -5.57 11.91 -11.96
H -15.21 17.36 -9.90
C -16.36 15.69 -9.96
H -8.45 11.48 -13.54
H -6.88 9.66 -13.96
N -15.80 10.58 -16.42
H -14.09 10.04 -9.79
H -8.65 13.40 -16.85
H -10.30 15.49 -9.19
H -9.67 11.41 -10.81
C -10.70 18.60 -8.53
H -10.64 9.26 -11.73
H -9.24 14.98 -7.16
H -16.10 10.61 -8.69
H -11.30 5.57 -9.87
C -15.85 16.75 -11.96
H -20.11 12.42 -12.67
C -10.56 9.54 -15.35
H -17.85 16.12 -12.58
C -10.62 16.51 -9.36
H -10.38 14.07 -18.79
O -16.34 12.30 -15.01
H -17.33 11.31 -11.83
C -14.87 6.17 -16.57
O -19.49 11.63 -10.04
H -9.12 13.77 -5.81
C -11.06 7.42 -10.94
H -17.51 9.27 -16.63
C -15.24 6.14 -14.30
C -13.55 6.30 -15.87
C -8.09 14.10 -11.73
H -13.53 9.18 -8.30
H -10.45 19.33 -7.77
C -10.78 13.47 -7.24
H -14.92 5.53 -17.45
C -11.08 19.17 -9.78
O -13.93 6.68 -14.51
H -13.23 14.30 -13.93
C -11.33 18.29 -10.81
C -11.10 16.91 -10.61
C -9.38 15.23 -16.31
H -7.45 10.46 -11.02
H -15.16 10.34 -13.43
H -15.75 8.67 -10.10
C -10.08 10.67 -14.59
C -10.48 8.61 -10.88
H -10.93 12.36 -17.17
C -15.14 8.18 -9.34
O -12.18 11.30 -12.25
H -13.10 13.14 -9.24
C -14.19 10.07 -13.01
H -11.44 18.64 -11.83
C -9.38 13.94 -6.86
H -16.99 15.56 -9.08
C -9.93 8.35 -8.64
C -15.35 10.18 -8.01
H -8.36 15.13 -11.90
H -8.36 15.61 -16.40
H -15.44 15.11 -9.87
C -10.34 7.02 -8.68
H -8.63 13.38 -7.42
H -9.31 8.80 -7.88
H -16.26 8.70 -15.49
O -16.97 15.06 -11.11
H -12.77 11.99 -8.00
H -11.44 9.52 -15.97
H -15.36 10.38 -17.31
N -9.12 13.38 -11.23
H -11.13 16.22 -11.44
O -11.61 13.27 -6.37
H -15.57 8.84 -6.34
H -12.95 5.40 -15.97
H -15.94 17.61 -12.62
H -18.60 13.22 -12.92
C -12.31 12.49 -8.85
H -18.48 13.39 -10.35
C -10.89 14.44 -17.91
C -13.29 11.31 -12.72
H -14.07 12.97 -15.68
C -16.76 9.58 -15.89
H -13.89 12.03 -17.12
H -10.13 6.34 -7.87
C -6.54 12.28 -11.66
C -6.80 13.62 -11.97
N -10.47 17.31 -8.30
C -14.38 9.45 -8.93
H -10.67 11.53 -14.33
H -15.41 7.10 -16.74
C -10.94 6.58 -9.84
H -16.96 17.66 -10.17
C -8.76 10.64 -14.14
H -16.74 5.52 -15.65
H -18.37 10.58 -12.98
C -7.61 11.52 -11.17
H -15.14 5.50 -13.42
H -16.05 6.87 -14.25
H -11.89 14.65 -18.30
N -9.88 9.15 -9.75
H -20.25 13.48 -10.76
C -16.87 15.73 -12.33
C -14.62 12.63 -16.56
H -9.86 15.63 -15.42
H -13.02 7.13 -16.35
H -14.63 12.32 -13.70
O -15.89 7.95 -8.07
C -18.38 11.20 -12.08
N -8.29 8.57 -15.14
H -14.66 7.30 -9.77
C -15.67 11.84 -15.96
H -14.31 9.32 -12.23
H -14.94 10.89 -7.30
N -13.80 12.47 -13.14
N -10.98 13.09 -8.54
C -16.06 9.11 -7.27
H -14.84 16.38 -12.12
H -12.10 11.70 -9.58
C -16.10 17.06 -10.46
H -17.27 9.97 -15.01
H -13.92 14.32 -12.25
H -9.28 13.33 -15.30
H -15.47 4.35 -15.50
H -10.02 7.68 -16.11
H -11.56 7.21 -11.87
C -15.66 5.43 -15.53
H -19.88 9.85 -11.17
C -9.52 13.73 -16.29
H -14.98 13.50 -17.11
```

LUMO	0.0027	Eh
Kohn-Sham gap	8.9	eV
multiplicity	1
structure (SMILES)	CNC(C)=O.CNC(C)=O.CNC(C)=O.c1ccncc1.c1ccncc1.c1ccncc1.c1ccncc1.C1CCOC1.C1CCOC1.C1CCOC1.C1CCOC1.C1CCOC1
total energy	-2900.6774	Eh
E_HOMO	-8.9	eV

***

Entry 3:
Density functional theory data (ωB97M-V with the def2-TZVPD basis set) for a 7-piece molecular cluster, C49H85O12P overall.

Geometry as XYZ:
```
147
Properties=species:S:1:pos:R:3
H -5.28 1.62 0.36
H 0.40 3.19 -2.13
H 6.53 0.12 -4.74
C 0.90 -1.01 0.44
H -5.69 6.67 1.83
C 2.41 -1.95 5.53
H 6.23 2.39 1.91
H -6.18 3.91 2.03
H 0.79 1.54 6.94
H -7.39 3.30 0.89
C -0.32 -0.68 -0.36
H -6.16 4.15 -1.01
H -1.56 -3.08 -2.01
C -1.06 -5.86 -7.79
C -5.43 0.57 2.24
C -7.39 5.49 1.17
C 4.68 0.46 -1.18
H 7.76 1.55 2.04
H -2.74 5.54 -0.15
H -3.31 0.02 -2.64
C 2.00 -0.07 4.16
H 8.88 -1.37 -1.82
C 2.10 -0.22 0.12
H 2.21 -2.07 3.34
O -0.71 -5.14 -6.61
H 9.64 -0.47 -3.15
H 1.27 -4.58 -6.45
H -4.60 -5.17 -3.01
H -1.18 1.66 4.59
H -4.81 -0.04 2.90
C -2.69 -0.47 -0.66
H -0.89 2.08 6.92
C -0.73 5.01 -0.67
C 0.22 2.93 8.56
H -1.11 3.57 -4.19
O -1.10 1.30 9.63
H -5.64 -2.48 0.56
H -0.39 -0.28 -4.55
H 8.06 -3.07 -3.32
H 0.39 0.11 8.86
H -1.50 6.22 0.91
C -1.78 -5.15 -2.61
O 0.92 -1.89 1.27
C -1.05 1.19 2.48
C -1.83 1.62 3.71
H 2.47 0.65 3.48
C -3.91 -4.38 -3.30
O -0.38 1.66 -4.01
H 3.64 -0.52 6.62
H -4.42 -3.70 -3.98
H 6.87 0.12 -0.02
H 8.41 -1.09 -5.61
C 6.69 1.18 0.18
H 2.00 -0.66 7.26
C 7.78 -1.67 -4.93
C -0.10 -0.35 -1.71
H 0.73 -7.58 -6.58
H -1.79 3.22 9.33
H 0.67 -5.64 -5.16
O 2.16 0.40 5.51
H -3.92 -2.81 0.49
H -2.23 2.44 -3.45
C -6.71 4.13 1.09
O -3.54 -3.65 -2.12
H 0.93 -0.13 3.93
H -1.00 2.43 -1.37
H 7.49 1.76 -0.27
P -4.49 -0.56 -0.24
H -5.65 1.49 2.77
H 4.62 -0.41 -0.53
H -7.88 5.68 2.13
H -0.71 -5.20 -2.80
H 6.25 0.66 2.25
H 3.72 -1.36 3.92
H -4.81 3.75 0.06
C 1.05 -6.66 -7.07
H 3.09 -2.74 5.84
H -1.18 -0.02 8.05
H -2.01 0.45 -4.42
C -4.72 0.88 0.93
C -4.66 -2.07 0.80
C -0.48 0.68 8.50
H 0.08 -7.33 -8.93
C -1.74 5.99 -0.13
C -0.86 2.70 9.60
H -1.75 6.91 -0.69
H 0.18 3.93 8.12
C 6.85 -0.75 -4.16
C 5.37 1.62 -0.48
C 0.64 -5.45 -6.24
H 1.38 -2.31 5.63
C -1.17 2.72 -3.51
O 7.58 -0.30 -3.02
H 2.81 -0.01 0.91
C 2.59 -0.67 6.35
C -2.46 -0.17 -2.00
H -4.62 -1.91 1.87
O -5.34 5.73 0.03
H -1.56 -5.18 -8.48
C -2.18 -3.95 -1.78
H 2.12 -6.71 -7.24
H -2.08 -6.08 -2.11
H 1.21 2.80 9.01
H -2.61 0.88 3.92
C 8.77 -1.08 -2.87
C 2.31 0.16 -1.15
H -1.76 -6.66 -7.52
C -0.69 3.15 -2.14
H -0.55 4.21 0.06
H -1.67 -1.98 1.91
H 5.95 -1.28 -3.82
H -6.52 7.37 0.43
C 8.62 -2.27 -3.81
H -2.13 -4.21 -4.52
H 7.24 -2.41 -5.53
H -2.77 -5.85 -4.46
C 6.73 1.45 1.69
H 4.68 2.04 0.26
C -1.60 -0.70 0.18
C 2.65 -1.44 4.11
C -5.71 4.35 -0.03
H -2.79 -0.62 1.94
H 0.73 -5.69 -8.98
O 1.66 -0.58 -3.29
H 5.54 2.40 -1.21
C 0.24 -6.43 -8.35
H -0.57 3.03 10.60
H -3.74 1.32 1.14
H 0.21 5.49 -0.94
C -2.62 -4.94 -3.87
H -8.14 5.58 0.38
C 1.31 -0.27 -2.19
H 5.23 0.19 -2.08
H 9.57 -2.67 -4.14
H -6.38 0.06 2.08
C -1.78 -0.92 1.67
O -0.84 -0.21 2.45
C -1.19 -0.08 -2.55
C -6.22 6.43 0.90
C -0.06 1.80 7.57
H -0.05 1.64 2.50
O -1.26 4.41 -1.85
O 3.36 0.85 -1.62
H -1.55 1.52 1.57
H -2.32 2.58 3.56
H -2.13 -4.13 -0.70
C -1.02 0.39 -3.97
```

relative energy (zero: lowest compared OMol25 entry of this formula, charge and spin)	0.0	kcal/mol
LUMO	-0.0197	Eh
Kohn-Sham gap	7.9	eV
multiplicity	1
structure (SMILES)	CCCCOC1=CC(=O)c2c(COCC)c(P(C)CC)cc(COCCOCC)c2C1=O.C1CCOC1.C1CCOC1.C1CCOC1.C1CCOC1.C1CCOC1.C1CCOC1
total energy	-3162.1329	Eh
E_HOMO	-8.4	eV

***

Question: Which formula does entry 1 have?
Answer: C49H80N8O4S3Si5SnTe